1.
119
Properties=species:S:1:pos:R:3:mulliken_charge:R:1 method="wB97M-V/def2-TZVPD" homo_ev=-7.29 e_tot_ha=-2939.78882 homo_lumo_gap_ev=7.68 lumo_energy_ev=0.39
C 9.079 -0.610 -2.754 0.2778
C -3.176 -1.523 1.457 -0.7444
H 14.455 2.673 -0.711 0.2401
C -9.725 -0.647 -1.471 0.3159
H 6.246 1.663 2.531 0.3363
H -2.582 0.328 -0.528 0.2066
H 10.753 -0.106 -4.033 0.3562
O -6.552 1.129 1.345 -0.7988
O 12.730 1.715 -1.101 -0.4482
H -8.576 3.996 -2.065 0.4451
H 6.581 1.903 -1.420 0.1806
C -8.364 -0.788 0.533 0.2138
C -8.532 5.139 1.611 -0.8347
H -1.455 1.502 0.223 0.1235
C -4.519 1.900 -0.633 0.6169
H 11.425 -0.198 -1.447 0.3454
H 1.078 -4.129 0.478 0.4169
N -7.277 -2.922 -0.291 -0.4363
C 4.615 -1.400 1.320 0.7876
H 8.958 2.935 1.988 0.3143
H -3.334 -4.148 -0.661 0.3832
N 5.314 -0.278 1.669 -0.6768
H -8.181 0.664 -2.266 0.4181
C 9.674 -0.212 -4.101 -1.5885
O 9.192 -1.201 0.050 -0.8144
H -9.441 1.516 -1.338 0.3446
C 7.927 2.192 0.249 0.1497
H -10.351 -4.662 -3.035 0.2603
O 10.787 2.870 -1.244 -0.6514
H 9.506 -1.566 -2.432 0.3156
H -10.520 -0.833 0.540 0.4160
C 3.219 -1.619 1.284 0.4204
H 13.011 3.423 0.037 0.2874
H -5.184 3.557 0.337 0.3497
C -2.235 1.363 -0.522 -0.4322
H -5.773 -4.338 -0.706 0.4445
H -8.223 -2.039 -2.162 0.3420
H 8.992 1.399 -1.949 0.7094
C 0.477 -2.197 1.145 0.9521
C -8.566 4.313 -1.031 -0.0886
C 7.732 0.326 1.758 0.1191
H 8.707 2.673 -0.346 0.3214
H -10.013 6.569 1.025 0.3894
H 13.299 3.613 -1.705 0.2915
H 7.128 -1.036 -1.902 0.2049
C 6.575 -0.594 1.540 -0.3707
N 8.241 0.787 0.459 0.3885
N 6.756 -1.879 1.121 0.0591
C 8.926 -0.059 -0.314 -0.0964
C 7.333 1.601 2.508 -0.8791
C -2.907 -3.402 -0.010 -1.4425
H 3.354 -4.872 0.205 0.4232
C 11.396 1.827 -1.295 0.5833
N -5.426 2.877 -0.367 -0.1273
C -1.170 -0.442 2.523 -1.1563
H 7.703 1.596 3.530 0.4041
H -0.993 -0.880 3.522 0.3622
C -7.720 3.687 -0.126 0.0427
H -1.808 0.437 2.641 0.3865
C 7.930 2.737 1.679 -0.9130
H 7.656 -2.270 0.877 0.2412
C -7.245 -1.764 0.331 -0.2577
H -9.772 -2.318 -0.086 0.5514
H 7.314 -1.535 -3.582 0.4504
H -1.855 1.617 -1.514 0.3575
H 7.109 0.171 -3.192 0.2662
C -6.829 2.555 -0.557 0.2595
H -8.518 5.457 2.643 0.3952
H -10.043 5.829 -1.328 0.3958
C 13.410 2.936 -0.855 -0.6427
C -5.176 -2.502 0.389 -0.0187
C 6.565 2.344 -0.426 -1.3441
C 3.732 -3.909 0.514 -0.9519
H 6.315 3.397 -0.520 0.4718
C -9.389 5.346 -0.617 -0.8043
O -4.775 0.887 -1.238 -0.6349
C -9.558 -3.917 -3.047 -0.6537
C -6.007 -3.391 -0.264 -0.9254
C -7.144 1.308 0.287 -0.0915
C -9.372 5.762 0.703 -0.4149
C -9.698 -1.234 -0.054 -1.4136
C 7.563 -0.761 -2.861 -1.2390
C 2.277 -0.653 1.658 -0.8657
H -10.745 -0.391 -1.762 0.6418
C -8.839 0.603 -1.393 -1.0206
H 9.446 -0.968 -4.848 0.4496
C 1.408 -3.154 0.803 -0.6414
C 2.789 -2.908 0.869 -0.0421
C -7.710 4.105 1.200 -0.4468
H 9.256 0.736 -4.432 0.3460
C 0.934 -0.938 1.617 0.0995
H -0.912 -4.036 -0.376 0.3077
H 5.796 1.845 0.157 0.3291
O 0.056 0.037 2.003 -0.5510
H -9.186 -3.800 -4.073 0.2895
C -3.751 -2.489 0.627 1.2807
O -10.126 -2.723 -2.569 -0.3672
H -8.734 -4.241 -2.402 0.2334
C 9.423 0.434 -1.680 0.0369
C -9.199 -1.662 -2.489 -0.8673
H -8.431 -0.559 1.604 0.5331
H 7.359 3.658 1.765 0.4606
H -6.965 2.330 -1.619 0.7433
C -1.809 -1.469 1.633 0.8712
H 8.538 -0.229 2.255 0.5736
N -6.002 -1.483 0.776 0.0818
H -5.751 -0.613 1.227 0.2544
H -7.069 3.604 1.910 0.4115
C -0.964 -2.375 0.983 0.8291
N -8.063 0.460 -0.179 0.2759
O -3.299 2.239 -0.173 -0.4584
H -3.794 -0.804 1.974 0.4052
H -9.085 -1.188 -3.478 0.4302
C -1.541 -3.341 0.158 -1.0178
N 10.856 0.624 -1.583 -0.0506
C 5.079 -3.688 0.553 -1.2770
H 5.791 -4.453 0.281 0.4378
H 2.615 0.314 1.991 0.5719
C 5.511 -2.420 0.962 0.2691

---

2.
32
Properties=species:S:1:pos:R:3:mulliken_charge:R:1 method="wB97M-V/def2-TZVPD" homo_ev=-15.42 e_tot_ha=-1128.85347 homo_lumo_gap_ev=7.57 total_charge=+2 lumo_energy_ev=-7.85
H 2.674 0.720 2.891 0.3520
H -2.336 -0.676 2.587 0.2066
N 0.131 0.234 2.218 -0.3303
C -1.561 0.138 5.527 -0.9787
C 1.366 -0.113 5.693 -1.1727
O 3.312 -0.211 -0.330 -0.0991
N -1.183 0.204 4.120 0.0144
H 1.142 0.181 2.046 -0.0284
O -3.631 -0.310 -0.302 -0.1018
Mg -0.272 0.415 0.205 1.2397
H 1.045 0.814 6.183 0.4299
O 0.021 3.493 -1.330 -0.1519
C 2.473 -0.177 3.492 -0.9432
C -2.554 0.062 -0.253 0.1679
H -3.218 0.263 3.799 0.3938
O 0.030 -1.210 -2.871 -0.0965
H -2.282 1.111 2.563 0.2026
C 2.216 0.118 -0.278 0.1219
C -2.311 0.227 3.207 -0.8408
H 2.433 -0.215 5.917 0.3242
H 0.878 -1.005 6.106 0.4233
H -2.211 -0.736 5.683 0.3781
H -0.718 0.065 6.214 0.3082
N 1.221 -0.024 4.249 0.0441
C 0.045 0.137 3.550 0.6788
O -0.006 -3.006 0.957 -0.0861
H 3.308 -0.316 4.188 0.3223
H -2.124 1.047 5.786 0.3530
C -0.068 2.492 -0.776 0.2980
C -0.028 -0.480 -1.994 0.1241
H 2.429 -1.040 2.812 0.3639
C -0.137 -2.006 0.423 0.0826

---

3.
14
Properties=species:S:1:pos:R:3:mulliken_charge:R:1 method="wB97M-V/def2-TZVPD" homo_ev=-8.48 e_tot_ha=-320.70607 homo_lumo_gap_ev=9.10 lumo_energy_ev=0.62
C -0.944 -0.643 -0.488 -0.0252
H 0.481 -2.279 -0.230 0.2686
H -0.617 1.775 0.289 0.3141
H 1.730 0.150 -0.837 0.2729
N -1.039 -0.465 1.719 -0.1325
H -0.465 1.325 -1.376 0.3633
C -1.656 0.063 0.521 -0.4737
N -0.203 -1.633 0.136 0.0959
H -1.214 -0.781 -1.528 0.4612
H 1.411 0.366 0.900 0.3537
C 1.252 0.796 -0.095 -1.0980
C -0.225 0.997 -0.365 -0.3686
H 1.751 1.770 -0.112 0.3798
N -0.263 -1.442 1.465 -0.4115